DFT (wB97M-V/def2-TZVPD) results for an isolated molecule of CH6BN at a distorted geometry.

Maximum force   0.0821 Eh/bohr
LUMO   0.029 Ha
SMILES   CBN
Energy relative to the best compared isomer or geometry (same formula, charge and spin)   0.8566 eV
HOMO-LUMO gap   11.3 eV

Each line ends with the Löwdin charge.
CARTESIAN COORDINATES (ANGSTROEM)
C 1.17 -0.10 -0.02  -0.109
B -0.23 0.50 -0.26  -0.383
N -1.43 -0.19 0.11  0.083
H 1.49 -0.95 -0.74  0.094
H 1.12 -0.73 0.87  0.050
H 1.96 0.56 -0.01  0.005
H -0.15 1.71 -0.85  0.085
H -2.36 0.25 0.18  0.061
H -1.58 -1.05 0.73  0.114

=====

DFT (wB97M-V/def2-TZVPD) results for an isolated molecule of C3H6N4O at a distorted geometry.

Maximum force   0.1013 Eh/bohr
LUMO   0.022 Ha
SMILES   OCC1=NN=CNN1
Energy relative to the best compared isomer or geometry (same formula, charge and spin)   6.4969 eV
HOMO-LUMO gap   9.2 eV

Each line ends with the Löwdin charge.
CARTESIAN COORDINATES (ANGSTROEM)
O -2.47 0.24 0.71  -0.148
C -1.97 -0.56 -0.35  -0.204
C -0.42 -0.18 -0.58  -0.313
N 0.37 -1.21 -0.19  0.041
N 1.87 -1.18 0.15  0.017
C 2.13 0.03 0.36  -0.216
N 1.23 1.26 0.08  -0.045
N -0.11 1.18 -0.48  -0.027
H -2.09 -0.10 1.68  0.202
H -1.79 -1.57 -0.04  0.087
H -2.40 -0.08 -1.35  0.164
H 3.26 0.10 0.76  0.146
H 1.66 2.13 -0.40  0.142
H -0.82 1.56 0.26  0.156